Entry from OMol25: C24H20Br2N2OSTe4Zn as an isolated structure at a distorted geometry (ωB97M-V/def2-TZVPD).

```
55
Properties=species:S:1:pos:R:3:forces:R:3:lowdin_charge:R:1
Te -0.402713 -2.418711 3.649669 -0.670 0.301 -0.926 -0.1014
Te 2.096387 -2.708011 2.749169 0.092 0.145 0.757 -0.0613
Te -0.547013 -3.389311 -0.650431 -0.118 -0.780 -1.045 0.2107
Te 1.951687 -3.424511 0.160269 0.837 -0.348 -0.673 -0.0009
Br -7.574813 -4.697211 0.834969 0.348 0.241 0.022 0.7732
Br -6.292713 3.107089 0.888669 0.323 -0.355 -0.031 0.7842
Zn -1.433213 -1.653611 0.803369 0.346 0.452 1.626 0.1402
S 1.229287 0.915489 0.790769 0.899 -0.042 -0.514 0.9573
O 0.361887 -0.271511 0.506469 -0.773 0.048 -0.068 -0.7115
N -2.918913 -0.118111 0.774069 -0.963 -0.565 0.130 0.0653
N -3.374813 -2.699011 0.939569 -1.020 0.919 0.219 0.0142
C 1.351487 1.287489 -1.978831 0.023 -0.106 -0.180 -0.2923
C 3.984787 1.269189 0.729469 0.033 0.158 0.003 -0.2846
C 5.060187 2.808589 2.229869 -0.011 0.086 0.025 -0.0766
C 6.026687 3.070189 1.270969 0.070 0.020 0.071 -0.0894
C 2.921987 0.263489 0.470669 -0.371 0.001 0.111 -0.3120
C 0.444787 0.316389 -2.390231 -0.062 0.044 0.005 -0.0506
C -4.224713 -0.504611 0.800469 0.652 2.265 -0.112 -0.1676
C 4.963387 1.525089 -0.223431 -0.045 0.026 0.047 -0.0459
C -3.581113 2.176589 0.841269 -0.998 -0.242 0.009 -0.0663
C 1.863187 -0.254811 -4.242131 0.037 0.018 -0.039 -0.0791
C 2.497687 1.501489 -2.739431 -0.080 0.106 0.041 -0.0614
C -5.254313 0.453589 0.811569 0.343 -0.830 0.025 -0.0389
C -3.511113 -4.009911 1.043269 0.453 -0.406 0.121 -0.1648
C -5.755813 -2.501111 0.809369 0.548 0.808 -0.015 -0.0428
C 2.748887 0.740089 -3.866831 0.108 0.035 0.015 -0.0785
C -2.637413 1.175789 0.808469 0.426 0.289 -0.058 -0.0954
C -5.864313 -3.867511 0.900069 0.197 -0.942 0.019 -0.6455
C 0.708587 -0.457311 -3.506231 -0.099 -0.146 -0.160 -0.0708
C -4.928013 1.784689 0.837269 0.594 0.852 0.000 -0.6432
C 1.124787 2.025689 -0.707931 0.077 -0.290 0.458 -0.2472
C -4.721513 -4.662911 1.030069 -0.939 0.557 -0.061 -0.0626
C 4.040687 1.915489 1.960369 0.050 0.000 -0.074 -0.0484
C 5.982587 2.421189 0.048669 0.037 0.036 -0.030 -0.0781
C -4.475213 -1.917911 0.849569 -0.174 -2.645 -0.046 -0.1871
H 6.744687 2.604789 -0.694531 0.067 0.042 -0.042 0.1033
H 3.288887 1.702189 2.706969 -0.037 -0.033 0.108 0.1100
H 4.933587 1.009289 -1.172831 -0.024 -0.058 -0.062 0.1095
H 3.644587 0.916189 -4.444131 0.065 0.035 -0.062 0.1035
H -2.592213 -4.573511 1.138169 0.111 0.051 0.005 0.0619
H 5.100787 3.293489 3.193569 0.032 0.083 0.071 0.1040
H -0.462913 0.163589 -1.824431 -0.013 -0.114 0.020 0.0931
H -1.583913 1.419389 0.814869 0.041 -0.013 -0.004 0.0927
H -6.640213 -1.896811 0.698369 -0.096 0.034 0.021 0.1008
H -3.302413 3.215489 0.873469 0.073 0.093 0.007 0.1095
H 0.018687 -1.232411 -3.808731 -0.087 -0.018 0.079 0.1006
H 2.940487 -0.124911 -0.547631 -0.127 -0.014 0.060 0.0855
H 3.021987 -0.572811 1.171969 -0.298 0.081 -0.089 -0.0252
H 0.134987 2.481189 -0.667531 -0.013 0.018 0.134 0.0859
H 2.072387 -0.857711 -5.113531 -0.025 -0.075 -0.045 0.1036
H 6.820687 3.767789 1.486269 0.106 0.081 0.012 0.1001
H 3.182887 2.287589 -2.459231 0.131 0.051 0.110 0.1083
H -4.782213 -5.734411 1.116269 0.002 -0.086 0.009 0.1121
H 1.885187 2.782489 -0.517531 -0.019 0.139 -0.037 0.0954
H -6.287213 0.147589 0.817269 -0.058 -0.009 0.032 0.1046
```
Forces are in eV/Å.

Computed properties:
Energy relative to the best compared isomer or geometry (same formula, charge and spin), eV: 1.1432
HOMO, eV: -5.76
Kohn-Sham gap, eV: 4.17
Max |F|, eV/A: 2.65
Net charge: 0